{"formula": "C68H62Ge2MgN2S6", "method": "the ωB97M-V functional and the def2-TZVPD basis", "homo_lumo_gap_ev": 6.2, "mol_weight_g_mol": 1269.18, "e_tot_ev": -258000.66288, "charge": 0, "spin_multiplicity": 1, "symbols": ["Mg", "S", "C", "C", "C", "C", "C", "C", "N", "C", "C", "C", "C", "C", "C", "C", "C", "N", "C", "C", "C", "C", "C", "S", "C", "H", "H", "H", "H", "H", "H", "H", "H", "H", "H", "H", "H", "C", "C", "C", "C", "C", "C", "C", "C", "C", "C", "C", "C", "C", "C", "C", "Ge", "S", "S", "Ge", "S", "S", "C", "C", "C", "C", "C", "C", "C", "C", "C", "C", "C", "C", "C", "C", "C", "C", "C", "C", "C", "C", "C", "C", "C", "C", "C", "C", "C", "C", "C", "C", "C", "C", "C", "H", "H", "H", "H", "H", "H", "H", "H", "H", "H", "H", "H", "H", "H", "H", "H", "H", "H", "H", "H", "H", "H", "H", "H", "H", "H", "H", "H", "H", "H", "H", "H", "H", "H", "H", "H", "H", "H", "H", "H", "H", "H", "H", "H", "H", "H", "H", "H", "H", "H"], "positions_angstrom": [[-0.0075, -1.4419, -2.0844], [5.9944, -5.3993, -2.7643], [7.4254, -4.4754, -2.6219], [7.1652, -3.1431, -2.5601], [5.7811, -2.8572, -2.6305], [4.9996, -3.9740, -2.7482], [3.5465, -4.0756, -2.8376], [2.7279, -2.9364, -2.7115], [1.4155, -2.9733, -2.7639], [0.7851, -4.1535, -2.9245], [1.5026, -5.3536, -3.0658], [0.7929, -6.5900, -3.2112], [-0.5558, -6.6240, -3.1529], [-1.3144, -5.4201, -2.9860], [-2.7110, -5.4120, -2.9033], [-3.4057, -4.2183, -2.7901], [-2.6365, -3.0382, -2.7759], [-1.3259, -3.0233, -2.8478], [-0.6499, -4.1844, -2.9236], [-4.8628, -4.1682, -2.7247], [-5.6854, -3.0777, -2.6526], [-7.0611, -3.4087, -2.6520], [-7.2742, -4.7494, -2.7190], [-5.8077, -5.6256, -2.7839], [2.8997, -5.2859, -3.0300], [8.3812, -4.9726, -2.5916], [7.9329, -2.3892, -2.4691], [5.3818, -1.8533, -2.5930], [3.1639, -1.9550, -2.5621], [1.3653, -7.4988, -3.3488], [-1.0909, -7.5602, -3.2509], [-3.2447, -6.3542, -2.9250], [-3.1116, -2.0668, -2.7027], [-5.3222, -2.0615, -2.5906], [-7.8577, -2.6809, -2.6108], [-8.2132, -5.2779, -2.7444], [3.4730, -6.1984, -3.1403], [1.3841, -7.0135, 1.4612], [1.0503, -5.6599, 2.0303], [-0.2256, -5.3771, 2.5010], [-0.5330, -4.1436, 3.0529], [-1.9389, -3.8224, 3.4813], [0.4629, -3.1598, 3.1312], [1.7448, -3.4174, 2.6392], [2.8208, -2.3638, 2.6219], [2.0150, -4.6673, 2.0941], [0.1683, -1.8791, 3.8379], [0.1326, -2.0038, 5.2266], [-0.0339, -0.9039, 6.0452], [-0.1195, 0.3485, 5.4756], [-0.0861, 0.5122, 4.0920], [0.0122, -0.6023, 3.2487], [-0.1393, -0.2854, 1.2609], [-0.5476, -2.1061, 0.1213], [1.5498, 0.9309, 0.3173], [-0.1724, 1.8649, -0.8855], [-0.1647, 0.8281, -2.8220], [-1.7293, 1.2159, 0.6465], [-0.2520, 3.8477, -1.1885], [0.9480, 4.4866, -1.5122], [0.9884, 5.8680, -1.6693], [-0.1685, 6.6173, -1.5517], [-1.3657, 5.9826, -1.2723], [-1.4323, 4.6018, -1.0769], [-2.7785, 4.0453, -0.7432], [-3.5565, 3.3810, -1.6963], [-3.1413, 3.2476, -3.1367], [-4.8048, 2.8843, -1.3230], [-5.3104, 3.0606, -0.0495], [-6.6533, 2.5080, 0.3485], [-4.5544, 3.7883, 0.8642], [-3.3065, 4.2889, 0.5372], [-2.5272, 5.0703, 1.5593], [2.2042, 3.7068, -1.7116], [3.0642, 3.4473, -0.6428], [2.7715, 3.9301, 0.7527], [4.2320, 2.7253, -0.8799], [4.5572, 2.2683, -2.1447], [5.8199, 1.4842, -2.3925], [3.7062, 2.5705, -3.2037], [2.5437, 3.2995, -3.0134], [1.6893, 3.7044, -4.1830], [-0.0939, 1.9326, 3.6331], [1.1133, 2.5908, 3.3872], [2.4433, 1.8833, 3.4239], [1.0945, 3.9614, 3.1365], [-0.0798, 4.6921, 3.1590], [-0.0818, 6.1774, 2.9131], [-1.2676, 4.0215, 3.4358], [-1.2967, 2.6567, 3.6609], [-2.5984, 1.9582, 3.9474], [0.4779, -7.5854, 1.2595], [1.9970, -7.5913, 2.1569], [1.9470, -6.9119, 0.5322], [-1.0023, -6.1317, 2.4237], [-2.6184, -4.6378, 3.2347], [-2.2791, -2.9201, 2.9677], [-1.9985, -3.6303, 4.5535], [2.5743, -1.5237, 3.2669], [2.9439, -1.9787, 1.6044], [3.7792, -2.7752, 2.9418], [3.0107, -4.8666, 1.7059], [0.2585, -2.9894, 5.6591], [-0.0697, -1.0185, 7.1216], [-0.1984, 1.2324, 6.0979], [1.9396, 6.3432, -1.8799], [-0.1398, 7.6922, -1.6812], [-2.2827, 6.5556, -1.2045], [-2.2022, 3.7577, -3.3369], [-3.9102, 3.6780, -3.7826], [-3.0165, 2.2022, -3.4129], [-5.3947, 2.3493, -2.0612], [-7.1064, 1.9531, -0.4723], [-7.3303, 3.3153, 0.6343], [-6.5499, 1.8384, 1.2040], [-4.9505, 3.9601, 1.8604], [-3.0238, 5.0238, 2.5276], [-2.4422, 6.1203, 1.2761], [-1.5183, 4.6684, 1.6608], [1.8194, 4.4526, 0.8098], [3.5575, 4.6092, 1.0918], [2.7346, 3.0837, 1.4399], [4.8969, 2.5141, -0.0481], [6.3860, 1.3513, -1.4714], [6.4538, 1.9998, -3.1160], [5.5850, 0.4988, -2.8004], [3.9642, 2.2380, -4.2044], [2.0980, 3.3158, -5.1151], [1.6326, 4.7929, -4.2509], [0.6734, 3.3264, -4.0712], [2.3415, 0.8497, 3.7458], [3.1220, 2.3912, 4.1121], [2.9003, 1.8848, 2.4320], [2.0340, 4.4721, 2.9499], [0.9279, 6.5455, 2.7342], [-0.4960, 6.7094, 3.7716], [-0.6957, 6.4238, 2.0437], [-2.1924, 4.5841, 3.4948], [-3.4300, 2.6621, 3.9184], [-2.5807, 1.4766, 4.9262], [-2.7787, 1.1831, 3.1997]], "forces_ev_per_angstrom": [[-0.0995, 0.3694, 0.1301], [-0.1132, 0.3030, 0.0061], [-0.0520, -0.0968, -0.0139], [0.1349, 0.0075, 0.0020], [-0.2674, 0.0420, -0.0148], [0.4453, -0.2133, 0.0219], [-0.3543, -0.3012, -0.0562], [0.1226, 0.1175, -0.0346], [-0.2233, 0.2966, 0.1261], [0.3478, -0.3839, -0.0898], [-0.0927, 0.2330, 0.0474], [-0.1488, -0.0990, 0.0407], [0.1663, -0.0835, -0.0379], [0.0697, 0.2268, -0.0345], [-0.1555, 0.3258, 0.0457], [0.3463, -0.3050, -0.0884], [-0.1145, 0.1343, -0.0602], [0.1987, 0.1771, 0.1356], [-0.3019, -0.3597, -0.0959], [-0.4138, -0.2318, -0.0288], [0.2466, 0.0707, 0.0453], [-0.1388, -0.0308, -0.0043], [0.0644, -0.0860, -0.0302], [0.0892, 0.3018, 0.0003], [0.1319, 0.3120, 0.0657], [0.0064, 0.0256, 0.0058], [-0.0072, 0.0022, 0.0061], [0.0194, -0.0132, 0.0006], [0.0174, -0.0263, 0.0391], [-0.0093, -0.0047, 0.0138], [0.0112, -0.0055, 0.0376], [0.0181, -0.0398, -0.0339], [-0.0134, -0.0322, 0.0451], [-0.0135, -0.0058, -0.0214], [0.0124, 0.0034, 0.0221], [-0.0083, 0.0264, 0.0291], [-0.0192, -0.0405, 0.0003], [-0.0328, 0.0424, 0.0261], [0.0236, -0.0544, -0.0845], [0.0076, -0.0066, 0.0165], [0.0299, 0.1791, -0.1024], [0.0421, -0.0234, -0.0107], [-0.0275, -0.0736, -0.2762], [-0.1260, 0.0574, -0.0462], [-0.0355, -0.0120, -0.0267], [0.0424, -0.0151, 0.0164], [-0.0055, 0.2805, 0.0305], [-0.0048, 0.0151, -0.0546], [0.0004, -0.0013, 0.1064], [-0.0098, 0.0605, 0.0120], [-0.0168, 0.0068, 0.0238], [0.0104, -0.0940, -0.4621], [0.0505, 0.0426, 0.0201], [0.1628, -0.1510, 0.4086], [-0.5852, -0.3320, -0.1036], [-0.1677, -0.1276, 0.3219], [-0.1797, -0.1092, -0.1067], [0.3100, 0.0060, -0.2918], [-0.0666, -0.5679, 0.2445], [0.0814, 0.0559, 0.0458], [0.0202, -0.0200, -0.0113], [0.0163, 0.0350, 0.0202], [-0.0225, -0.0659, -0.0597], [0.0985, 0.1677, -0.0284], [-0.1357, -0.1434, -0.1032], [0.1092, 0.1420, 0.1161], [0.0791, -0.0133, 0.0331], [-0.0186, -0.0421, 0.0366], [-0.0762, -0.0436, -0.0155], [0.1124, 0.0481, -0.0226], [0.0148, -0.0176, -0.0145], [-0.0144, 0.0355, 0.0348], [-1.0954, 0.3891, -1.7208], [0.1771, 0.0958, 0.0033], [0.0235, 0.1403, -0.0850], [0.1482, -0.0215, -0.4797], [0.0516, -0.0238, -0.0593], [0.0577, -0.0108, 0.0412], [-0.1036, 0.0773, 0.0325], [-0.0581, 0.0235, -0.0205], [0.0609, 0.0330, 0.0702], [0.0089, -0.0765, 0.0461], [0.1506, 0.1981, -0.0485], [-0.1185, -0.2544, 0.0660], [-0.0523, -0.0316, 0.2067], [-0.1795, 0.1901, 0.2706], [0.5350, 0.0399, 0.4550], [0.1502, -0.0044, 0.0596], [0.5409, -0.7862, 1.8642], [0.0961, 0.1271, 0.1348], [0.0869, 0.0428, 0.0174], [0.0272, -0.0146, -0.0283], [-0.0064, -0.0013, -0.0163], [0.0096, -0.0483, -0.0380], [0.0056, 0.0093, 0.0121], [0.0102, -0.0047, 0.0072], [-0.0535, -0.0126, 0.0222], [-0.0497, -0.0003, -0.0010], [0.0590, 0.0218, 0.0107], [-0.0006, 0.0404, 0.0312], [0.0060, -0.0139, -0.0226], [-0.0098, 0.0015, 0.0176], [-0.0057, -0.0102, -0.0174], [0.0277, -0.0162, -0.0041], [-0.0088, -0.0012, -0.0019], [-0.0165, 0.0092, -0.0474], [-0.0022, -0.0035, -0.0052], [-0.0098, 0.0205, 0.0176], [0.0449, -0.0098, -0.0426], [0.0253, -0.0060, 0.0071], [0.0548, -0.0906, -0.0297], [-0.0049, 0.0200, -0.0109], [-0.0273, -0.0071, 0.0180], [-0.0393, -0.0395, 0.0155], [-0.0506, -0.0122, -0.0018], [0.0151, 0.0110, 0.0090], [-0.5530, 0.4372, -1.1625], [-0.1917, 0.0341, -0.1853], [-0.7582, 0.2115, -0.7331], [0.0828, -0.0401, -0.0921], [0.0330, 0.0529, 0.0102], [0.0260, 0.5104, -0.4935], [-0.0036, -0.0090, 0.0116], [0.0200, -0.0256, -0.0035], [0.0375, -0.0542, -0.0034], [0.0492, -0.0088, -0.0236], [-0.0048, 0.0231, -0.0112], [0.0041, -0.0011, 0.0032], [-0.0142, -0.0161, -0.0512], [-0.0586, -0.0160, -0.0079], [0.0419, -0.0287, 0.0080], [0.0309, 0.0031, 0.0002], [0.0408, -0.3446, 0.3937], [-0.1624, 0.0004, 0.2232], [0.0221, 0.0154, 0.0311], [-0.0024, 0.0535, -0.0071], [0.3112, 0.1160, 0.1686], [1.1353, -0.7509, 1.2109], [-0.0249, -0.0052, -0.0065], [-0.0633, -0.0106, 0.0086], [-0.0666, -0.0123, 0.0426]], "lowdin_charge": [0.157, 1.056, -0.407, -0.173, -0.110, -0.470, -0.178, -0.020, 0.073, -0.141, -0.121, -0.008, -0.005, -0.119, 0.041, -0.173, -0.035, 0.046, -0.153, -0.470, -0.110, -0.175, -0.408, 1.054, 0.040, 0.068, 0.107, 0.094, 0.133, 0.120, 0.121, 0.102, 0.134, 0.113, 0.107, 0.068, 0.102, -0.054, -0.272, -0.014, -0.236, -0.030, -0.178, -0.219, -0.023, -0.017, -0.209, -0.035, -0.055, -0.033, -0.228, -0.187, 0.058, 0.189, 0.312, 0.098, 0.136, 0.307, -0.187, -0.232, -0.029, -0.057, -0.034, -0.201, -0.162, -0.212, -0.036, -0.016, -0.270, -0.051, -0.013, -0.199, -0.066, -0.168, -0.258, -0.067, -0.030, -0.266, -0.048, -0.008, -0.218, -0.039, -0.161, -0.208, -0.049, -0.024, -0.259, -0.027, -0.071, -0.222, -0.033, 0.070, 0.080, 0.067, 0.112, 0.076, 0.081, 0.078, 0.063, 0.080, 0.083, 0.120, 0.125, 0.106, 0.127, 0.125, 0.104, 0.124, 0.070, 0.084, 0.063, 0.117, 0.070, 0.079, 0.080, 0.119, 0.071, 0.092, 0.061, 0.073, 0.102, -0.002, 0.122, 0.074, 0.081, 0.057, 0.118, 0.078, 0.083, 0.045, 0.069, 0.093, 0.017, 0.107, 0.081, 0.089, 0.055, 0.084, 0.077, 0.078, 0.049]}

=====

{"formula": "C6H6O2", "method": "the ωB97M-V functional and the def2-TZVPD basis", "homo_lumo_gap_ev": 10.1, "mol_weight_g_mol": 110.11, "e_tot_ev": -10410.24830, "de_lowest_ev": 3.161, "charge": 0, "smiles": "O=C1C=COC12CC2", "spin_multiplicity": 1, "symbols": ["O", "C", "C", "C", "O", "C", "C", "C", "H", "H", "H", "H", "H", "H"], "positions_angstrom": [[0.6691, -0.5172, -1.7911], [0.5351, -0.4531, -0.6438], [1.2277, -1.2829, 0.3618], [0.8536, -0.6718, 1.5399], [-0.0555, 0.2786, 1.5331], [-0.3750, 0.5002, 0.2292], [-1.6386, 0.3239, -0.6011], [-0.9465, 1.7703, -0.5256], [1.9384, -2.1922, 0.2800], [0.9205, -1.2121, 2.5303], [-1.3708, -0.4406, -1.5534], [-2.6524, 0.1808, -0.1418], [-1.1347, 2.4392, 0.2291], [-0.5476, 2.0141, -1.4423]], "forces_ev_per_angstrom": [[-0.0126, 0.1403, -5.0286], [1.6108, 0.3292, 5.4291], [0.2087, 0.4884, 1.8946], [0.7996, -4.7456, 0.8056], [-1.0710, 1.4328, 0.7646], [0.5177, -0.6232, -5.8452], [-1.0460, -0.3002, 0.0695], [0.1364, -5.8596, 1.0954], [-1.4522, 1.9666, -0.0134], [0.5477, 1.3201, -0.9105], [-1.3426, 2.8832, 2.4653], [1.1608, 0.2297, -0.3795], [-1.4747, 1.8123, 1.1264], [1.4175, 0.9261, -1.4733]], "lowdin_charge": [0.107, -0.445, 0.046, -0.127, 0.052, -0.365, -0.034, 0.044, 0.146, 0.152, 0.175, 0.107, 0.074, 0.069]}